1.
55
Properties=species:S:1:pos:R:3 method="wB97M-V/def2-TZVPD" molar_mass_g_mol=718.76 relative_energy_kcal_mol=35.5 homo_energy_ha=-0.3116 spin_multiplicity=1 orbital_gap_ev=6.777
Pd 0.6448 0.4938 0.1566
Se -1.1840 2.0606 1.1760
P -1.7825 -0.0071 1.2237
Se -1.1798 -0.8595 -0.6842
C -3.5638 -0.2030 1.4810
C -4.3281 -1.0383 0.6786
C -5.6795 -1.2144 0.9553
C -6.2606 -0.5522 2.0264
C -5.4992 0.2988 2.8202
C -4.1525 0.4761 2.5476
C -1.0619 -0.8701 2.6431
C 0.1306 -0.4529 3.2135
C 0.6495 -1.1326 4.3039
C -0.0228 -2.2264 4.8338
C -1.2204 -2.6432 4.2685
C -1.7413 -1.9649 3.1754
H -3.8725 -1.5483 -0.1609
H -6.2768 -1.8677 0.3326
H -7.3123 -0.6926 2.2415
H -5.9570 0.8221 3.6507
H -3.5528 1.1430 3.1591
H 0.6462 0.4149 2.8415
H 1.5798 -0.7996 4.7446
H 0.3826 -2.7474 5.6926
H -1.7543 -3.4919 4.6803
H -2.6766 -2.2922 2.7368
N 1.9108 -1.3726 0.3838
C 2.7505 -1.5961 -0.3691
C 3.7920 -1.8933 -1.3180
C 3.4389 -2.2341 -2.6203
C 4.4336 -2.4999 -3.5454
C 5.7688 -2.4277 -3.1655
C 6.1133 -2.0858 -1.8633
C 5.1249 -1.8136 -0.9337
H 2.3934 -2.2854 -2.8967
H 4.1687 -2.7596 -4.5624
H 6.5467 -2.6372 -3.8897
H 7.1541 -2.0234 -1.5744
H 5.3760 -1.5304 0.0797
O 3.2489 1.1338 -1.1414
C 2.3442 1.8008 -0.6540
O 2.0873 1.9449 0.6279
C 1.3569 2.4751 -1.5978
C 0.9248 1.7819 -2.7189
C -0.0479 2.3192 -3.5447
C -0.5515 3.5634 -3.2366
C -0.1170 4.2909 -2.1439
C 0.8408 3.7333 -1.3188
N -1.6012 4.1423 -4.1095
O -2.0268 5.2434 -3.8265
O -1.9705 3.4862 -5.0627
H 1.3621 0.8217 -2.9386
H -0.4187 1.7909 -4.4104
H -0.5391 5.2657 -1.9501
H 1.1814 4.2610 -0.4370


2.
114
Properties=species:S:1:pos:R:3 method="wB97M-V/def2-TZVPD" molar_mass_g_mol=1151.86 relative_energy_kcal_mol=1.6 charge=-1 homo_energy_ha="-0.1556 / -0.2054" spin_multiplicity=6 orbital_gap_ev="6.420 / 7.775"
Mn -0.8984 -0.5799 -1.8175
O -2.5270 2.1013 -1.6927
C -1.8255 3.2533 -1.2751
C -1.1274 3.8210 -2.4892
C -0.1943 2.7856 -3.1351
C -0.8343 1.8959 -4.1688
C -1.1907 2.4103 -5.4162
C -1.6813 1.5621 -6.3888
C -1.7834 0.2065 -6.1118
C -1.4178 -0.2250 -4.8510
N -0.9865 0.5996 -3.8958
H -2.8453 1.6327 -0.8982
H -1.0749 2.9863 -0.5215
H -2.5053 3.9903 -0.8305
H -0.5472 4.6939 -2.1790
H -1.8692 4.1676 -3.2155
H 0.2557 2.1565 -2.3640
H 0.6255 3.3076 -3.6367
H -1.0606 3.4676 -5.6107
H -1.9616 1.9481 -7.3613
H -2.1364 -0.5014 -6.8485
H -1.4676 -1.2733 -4.5774
F 0.0320 -4.9045 1.6102
C -0.8654 -4.1905 0.8840
C -0.4616 -3.0745 0.1877
C -1.3880 -2.3260 -0.5436
C -2.7299 -2.7500 -0.5570
C -3.0787 -3.9047 0.1419
F -4.3489 -4.4058 0.1170
C -2.1743 -4.6400 0.8777
C -3.7024 -1.9259 -1.3266
C -5.0915 -2.0520 -1.2079
C -5.9241 -1.2262 -1.9342
C -5.3745 -0.2754 -2.7793
C -3.9977 -0.1955 -2.8365
N -3.1809 -0.9866 -2.1397
H 0.5874 -2.7940 0.2080
H -2.4769 -5.5342 1.4029
H -5.5070 -2.7760 -0.5291
H -6.9984 -1.3179 -1.8282
H -5.9852 0.4003 -3.3619
H -3.5174 0.5580 -3.4453
Se 1.4569 -0.5694 4.8011
P 1.7992 0.9325 3.3723
C 1.5348 2.6223 4.0124
C 0.9996 2.8264 5.2748
C 0.8384 4.1193 5.7598
C 1.2177 5.2029 4.9845
C 1.7453 5.0011 3.7132
C 1.8997 3.7141 3.2264
C 3.5622 0.9805 2.9025
C 4.1220 0.3318 1.8069
C 5.5006 0.3293 1.6340
C 6.3282 0.9617 2.5472
C 5.7747 1.5952 3.6530
C 4.4024 1.5987 3.8314
C 0.8095 0.8532 1.8690
C -0.5689 0.7550 1.5754
N -0.6416 0.6639 0.2348
N 0.5786 0.7041 -0.2621
N 1.4702 0.8221 0.6962
P -2.1621 0.8661 2.4126
Se -3.8351 0.6058 1.1329
C -2.1962 -0.3450 3.7479
C -2.3101 -0.0224 5.0926
C -2.3671 -1.0327 6.0419
C -2.2843 -2.3589 5.6489
C -2.1597 -2.6826 4.3029
C -2.1311 -1.6803 3.3503
C -2.2457 2.5350 3.1197
C -1.3981 3.5385 2.6662
C -1.5955 4.8525 3.0697
C -2.6259 5.1655 3.9410
C -3.4752 4.1649 4.3993
C -3.2975 2.8587 3.9767
H 0.7300 1.9627 5.8724
H 0.4177 4.2762 6.7451
H 1.0975 6.2099 5.3653
H 2.0393 5.8475 3.1048
H 2.3152 3.5515 2.2374
H 3.4856 -0.1554 1.0846
H 5.9218 -0.1755 0.7739
H 7.4018 0.9562 2.4045
H 6.4117 2.0819 4.3808
H 3.9812 2.0788 4.7066
H -2.3291 1.0119 5.4112
H -2.4472 -0.7796 7.0916
H -2.3096 -3.1454 6.3931
H -2.0820 -3.7156 3.9896
H -2.0470 -1.9324 2.2979
H -0.5916 3.2966 1.9861
H -0.9365 5.6288 2.7032
H -2.7757 6.1902 4.2583
H -4.2906 4.4069 5.0692
H -3.9953 2.0901 4.2866
C 4.2557 -6.2538 -6.8891
C 5.6847 -6.4605 -6.4545
O 6.4364 -7.1990 -7.0407
S 6.3391 -5.5768 -5.0482
C 4.9987 -4.5778 -4.4625
C 4.8225 -3.2877 -4.9543
C 3.7708 -2.5071 -4.5081
C 2.8636 -2.9900 -3.5550
C 3.0672 -4.2844 -3.0537
C 4.1207 -5.0631 -3.4960
C 1.7689 -2.1936 -3.1049
C 0.8186 -1.5371 -2.7028
H 3.8628 -7.2156 -7.2146
H 4.2729 -5.5852 -7.7520
H 3.6211 -5.8200 -6.1234
H 5.5109 -2.9015 -5.6959
H 3.6327 -1.5051 -4.8925
H 2.3810 -4.6627 -2.3073
H 4.2653 -6.0595 -3.0963


3.
21
Properties=species:S:1:pos:R:3 method="wB97M-V/def2-TZVPD" molar_mass_g_mol=132.16 relative_energy_kcal_mol=69.5 homo_energy_ha=-0.2760 spin_multiplicity=1 orbital_gap_ev=8.217
C -0.2232 2.1508 1.4429
O -0.8319 1.0785 0.7402
C -0.4271 -0.2896 1.1618
C -1.5669 -1.1872 0.7230
O 0.1221 -0.4632 2.2496
H 0.4709 2.6829 0.7770
H 0.3352 1.8140 2.3217
H -0.9984 2.8550 1.7572
H -2.2411 -1.3343 1.5679
H -1.1802 -2.1618 0.4222
H -2.1177 -0.7862 -0.1299
N 0.0474 0.2983 -2.3788
C 0.8484 0.5102 -1.3181
C 1.2298 -0.5068 -0.4524
N 1.1557 -1.8457 -0.8851
H -0.5418 1.0698 -2.6675
H -0.3600 -0.6338 -2.3979
H 1.1390 1.5395 -1.1423
H 2.0669 -0.2856 0.2080
H 1.5499 -2.0127 -1.8061
H 1.5230 -2.4921 -0.1934


4.
26
Properties=species:S:1:pos:R:3 method="wB97M-V/def2-TZVPD" molar_mass_g_mol=150.20 relative_energy_kcal_mol=60.4 charge=-1 homo_energy_ha=-0.1444 spin_multiplicity=1 orbital_gap_ev=7.824
C 1.2316 -0.3162 -1.6033
N 1.1898 0.9698 -0.9530
C 1.5524 0.8941 0.6394
O 1.6162 -0.3306 0.9494
C -0.2089 -0.9423 -1.9513
C -1.3208 -0.4159 -0.9923
C -1.4189 -1.3461 0.1322
C -2.4955 -1.3647 0.9050
H 1.7917 -1.0865 -0.9791
H 1.7715 -0.3356 -2.5454
H 1.7623 1.6154 -1.3927
H 2.5248 1.5170 0.6742
H 0.6671 1.2438 1.2210
H -0.4760 -0.5999 -2.8648
H -0.2140 -2.0010 -1.9215
H -1.0245 0.5340 -0.4991
H -2.3677 -0.1229 -1.4237
H -0.5933 -2.0555 0.4501
H -3.2825 -0.6772 0.7725
H -2.5471 -1.9278 1.8107
H -0.3390 -0.4715 2.8254
H 0.5633 -1.0395 2.0126
O -0.1241 -1.3866 2.6109
H 0.0721 2.7394 0.4898
H 0.0541 3.1262 -1.0847
O -0.3334 3.4295 -0.2668


5.
25
Properties=species:S:1:pos:R:3 method="wB97M-V/def2-TZVPD" molar_mass_g_mol=183.23 relative_energy_kcal_mol=6.4 charge=+1 homo_energy_ha="-0.4609 / -0.4609" spin_multiplicity=1 orbital_gap_ev="6.927 / 6.929"
C 1.1466 -2.7420 0.3383
C 0.0827 -1.8915 0.8478
C -0.5298 -1.9726 2.0590
C -1.2855 -0.9827 2.6407
C -1.4664 0.2787 2.1027
C -0.6747 0.6140 1.0029
C -0.1169 -0.5658 0.2523
C -0.0104 -0.3819 -1.1216
C 0.0304 0.9950 -1.7369
C 0.9310 1.6848 -2.7954
C 1.0681 2.9202 -2.3253
N 0.5668 3.1028 -1.0230
C 0.0117 2.0149 -0.6727
N -0.5549 1.8419 0.5168
H 1.0002 -3.3299 -0.5179
H 1.9298 -2.0836 0.1384
H 1.3668 -3.6153 0.9954
H -0.6338 -2.8988 2.6897
H -1.8977 -1.2569 3.5449
H -1.9702 0.9989 2.7887
H 0.2262 -1.2069 -1.7939
H -0.7819 1.0280 -2.4261
H 1.1967 1.1428 -3.6586
H 1.6122 3.7072 -2.6981
H -1.2471 2.5985 0.8520


6.
16
Properties=species:S:1:pos:R:3 method="wB97M-V/def2-TZVPD" molar_mass_g_mol=103.12 relative_energy_kcal_mol=37.1 homo_energy_ha=-0.3389 spin_multiplicity=1 orbital_gap_ev=9.886
C -0.5532 1.2253 -0.6210
C 0.3622 0.7769 0.2812
C 0.3568 1.1917 1.7262
N 1.3701 -0.1489 -0.0026
H -0.4558 1.0501 -1.6751
H -1.2942 1.9486 -0.2857
H -0.4721 1.9197 1.9253
H 0.2509 0.3020 2.3870
H 1.2585 1.7145 2.0079
H 2.2611 0.0630 0.4068
H 1.4286 -0.4049 -0.9736
O -0.6455 -3.1566 -1.9859
C -0.7256 -2.3241 -1.1070
O -1.6954 -1.3604 -1.0737
H -0.0628 -2.2944 -0.2725
H -1.3837 -0.5027 -0.7373


7.
44
Properties=species:S:1:pos:R:3 method="wB97M-V/def2-TZVPD" molar_mass_g_mol=738.15 relative_energy_kcal_mol=0.0 charge=+2 homo_energy_ha="-0.5305 / -0.5363" spin_multiplicity=2 orbital_gap_ev="6.547 / 5.554"
Ru -0.4214 -0.7301 -1.1842
I 5.4594 3.3272 0.0849
C 3.9306 2.2863 -0.7442
C 3.1091 2.8796 -1.7036
C 2.1058 2.1478 -2.2786
I 0.8362 2.9698 -3.6583
C 1.8818 0.7562 -1.9255
O 0.9791 0.0191 -2.4943
C 2.7233 0.1868 -0.8959
C 2.5500 -1.2844 -0.5367
N 1.1915 -1.5734 0.0051
C 0.8488 -3.0065 0.1076
C -0.6324 -3.1105 0.4355
C -1.1856 -4.1538 1.1424
C -2.5650 -4.2013 1.3123
C -3.3588 -3.1992 0.7685
C -2.7520 -2.1744 0.0781
N -1.4095 -2.1219 -0.0805
C 3.7143 0.9367 -0.3389
H 3.2618 3.9098 -1.9936
H 3.3161 -1.5793 0.1813
H 2.6683 -1.8986 -1.4320
H 1.1223 -1.1670 0.9340
H 1.4766 -3.5178 0.8397
H 1.0251 -3.4680 -0.8679
H -0.5515 -4.9304 1.5492
H -3.0150 -5.0183 1.8611
H -4.4347 -3.2093 0.8700
H -3.3254 -1.3850 -0.3771
H 4.3707 0.5019 0.4059
C -1.3814 3.9260 2.1996
C -1.4653 2.7719 1.2442
C -2.6385 2.5145 0.5094
C -2.7471 1.4488 -0.3654
C -1.6030 0.6708 -0.4444
Br -1.5373 -1.5135 -3.0856
N -0.5080 0.8996 0.2045
C -0.3809 1.9246 1.0612
H -2.0184 4.7485 1.8800
H -0.3619 4.2939 2.2964
H -1.7186 3.6130 3.1909
H -3.4846 3.1833 0.6219
H -3.6382 1.2604 -0.9468
H 0.5635 2.0662 1.5697


8.
5
Properties=species:S:1:pos:R:3 method="wB97M-V/def2-TZVPD" molar_mass_g_mol=93.08 relative_energy_kcal_mol=13.2 homo_energy_ha="-0.3591 / -0.4797" spin_multiplicity=3 orbital_gap_ev="9.939 / 8.288"
C -2.0801 0.6746 0.1410
N -3.1639 1.0221 -0.0907
O 1.7096 -1.8262 0.2168
F 2.2663 0.7182 0.0682
S 1.2681 -0.5887 -0.3353


9.
81
Properties=species:S:1:pos:R:3 method="wB97M-V/def2-TZVPD" molar_mass_g_mol=833.40 relative_energy_kcal_mol=33.2 charge=+2 homo_energy_ha="-0.4611 / -0.4614" spin_multiplicity=1 orbital_gap_ev="4.024 / 4.993"
Sn -0.1069 0.3855 0.2469
O -2.1261 3.9591 -0.1364
C -3.3703 3.8240 -0.5901
C -4.1635 4.9768 -0.6983
C -5.4054 4.9209 -1.2848
C -5.8969 3.7092 -1.7622
C -5.1517 2.5520 -1.6031
C -3.9078 2.5856 -0.9886
C -3.1259 1.2928 -0.7672
O -1.7932 1.4618 -0.7721
N -3.6016 0.6316 0.4574
N -2.8209 -0.1694 1.1418
C -3.3260 -0.9768 2.0222
C -2.5564 -1.8309 2.8531
Br -0.6606 -1.5273 2.9052
C -3.0156 -2.8247 3.6618
C -4.3134 -3.4359 3.6616
C -4.7432 -4.0942 4.8291
C -5.9588 -4.7411 4.8638
C -6.7691 -4.7636 3.7346
C -6.3449 -4.1448 2.5644
C -5.1317 -3.4925 2.5207
H -1.6573 3.1101 -0.2989
H -3.7295 5.9054 -0.3644
H -5.9850 5.8253 -1.3966
H -6.8560 3.6699 -2.2518
H -5.5474 1.6131 -1.9594
H -3.4289 0.6189 -1.5996
H -4.6162 0.5560 0.5568
H -4.4045 -0.9916 2.1932
H -2.3167 -3.2457 4.3749
H -4.1154 -4.0723 5.7073
H -6.2773 -5.2375 5.7671
H -7.7160 -5.2803 3.7561
H -6.9582 -4.1886 1.6783
H -4.7716 -3.0890 1.5866
S 6.4171 -2.8151 0.2930
C 4.7889 -2.0720 0.1771
C 3.9807 -2.3018 -0.9265
C 2.7083 -1.7556 -0.9253
N 2.2321 -1.0314 0.0780
C 3.0245 -0.7885 1.1135
C 4.3139 -1.2780 1.2118
C 5.8079 -4.2936 1.1303
C 5.3316 -5.3574 0.3817
C 4.8818 -6.4766 1.0737
N 4.8971 -6.5359 2.3850
C 5.3575 -5.5357 3.0997
C 5.8321 -4.3673 2.5128
H 4.3377 -2.8798 -1.7639
H 2.0387 -1.9069 -1.7609
H 2.5989 -0.1816 1.9048
H 4.9340 -1.0468 2.0622
H 5.3238 -5.3349 -0.6957
H 4.5054 -7.3462 0.5540
H 5.3533 -5.6664 4.1724
H 6.2170 -3.5627 3.1178
N 1.0973 1.6648 -1.0420
C 1.7257 2.4184 -1.8030
C 2.7113 3.4012 -1.2959
C 3.4110 3.1001 -0.1288
C 4.3149 4.0100 0.3824
C 4.5132 5.2257 -0.2521
C 3.8036 5.5323 -1.4015
C 2.9048 4.6216 -1.9307
C 1.5118 2.3773 -3.2768
C 2.5840 2.4645 -4.1563
C 2.3455 2.4405 -5.5209
C 1.0493 2.3463 -5.9994
C -0.0139 2.2449 -5.1169
C 0.2119 2.2410 -3.7522
H 3.2477 2.1492 0.3599
H 4.8628 3.7707 1.2810
H 5.2079 5.9398 0.1611
H 3.9496 6.4811 -1.8922
H 2.3442 4.8740 -2.8171
H 3.5934 2.5412 -3.7831
H 3.1722 2.5101 -6.2104
H 0.8689 2.3576 -7.0637
H -1.0225 2.1710 -5.4926
H -0.6068 2.1592 -3.0536


10.
66
Properties=species:S:1:pos:R:3 method="wB97M-V/def2-TZVPD" molar_mass_g_mol=492.59 relative_energy_kcal_mol=10.5 homo_energy_ha=-0.3277 spin_multiplicity=1 orbital_gap_ev=8.464
C -5.0338 -3.6815 0.7277
O -4.3337 -2.5893 0.1690
C -2.9977 -2.6537 0.0665
C -2.1924 -3.7015 0.5213
C -0.8198 -3.6366 0.3913
C -0.1877 -2.5430 -0.2082
C 1.2498 -2.4211 -0.3356
C 2.1657 -3.2353 0.2067
C 3.6163 -3.0749 0.0551
O 4.4228 -3.8679 0.4751
O 3.9585 -1.9428 -0.5996
C 5.3433 -1.7170 -0.8275
C 5.8417 -0.3892 -0.2506
O 6.9479 0.0254 -0.5176
N 4.9754 0.2284 0.5712
C 5.2128 1.5601 1.0770
C 4.7024 2.6468 0.1149
C 3.2191 2.5346 -0.1243
C 2.3436 3.0812 0.7100
C 0.8563 2.9611 0.5732
C 0.4886 1.8161 -0.3640
C 1.3102 1.9314 -1.6427
C 2.7929 1.7449 -1.3323
C -1.0045 -1.5145 -0.6924
C -2.3680 -1.5660 -0.5443
S -3.3826 -0.2010 -1.1057
O -2.4887 0.8251 -1.5742
O -4.3953 -0.6667 -2.0016
N -4.0954 0.2331 0.3470
C -5.5073 0.5557 0.3032
C -5.7079 2.0133 -0.1177
O -4.9946 2.8866 0.7319
C -3.6105 2.6128 0.7014
C -3.3272 1.1719 1.1392
H -6.0861 -3.4105 0.6718
H -4.7542 -3.8423 1.7733
H -4.8657 -4.5987 0.1563
H -2.6338 -4.5693 0.9849
H -0.2286 -4.4609 0.7577
H 1.5894 -1.5742 -0.9174
H 1.8972 -4.0993 0.7955
H 5.9255 -2.5337 -0.3837
H 5.5202 -1.7081 -1.9073
H 4.0448 -0.1492 0.6615
H 4.7193 1.6542 2.0467
H 6.2926 1.6678 1.2022
H 5.2464 2.5510 -0.8258
H 4.9398 3.6171 0.5536
H 2.6955 3.6645 1.5513
H 0.4545 3.9030 0.1856
H 0.4096 2.8058 1.5595
H 0.7152 0.8672 0.1310
H -0.5757 1.8356 -0.6023
H 0.9828 1.1924 -2.3765
H 1.1497 2.9203 -2.0754
H 3.3951 2.0542 -2.1909
H 3.0056 0.6831 -1.1679
H -0.5867 -0.6512 -1.1855
H -5.9227 0.3874 1.3019
H -5.9676 -0.1225 -0.4132
H -5.3634 2.1321 -1.1561
H -6.7565 2.3053 -0.0414
H -3.2181 2.7558 -0.3150
H -3.1439 3.3264 1.3825
H -3.6096 1.0352 2.1884
H -2.2711 0.9347 1.0111